The following is a quantum chemistry calculation of a molecular structure, C33H57ClN2O2SiV, from the OMol25 dataset.

Results
- highest occupied orbital energy (spin up / spin down) (hartree) = -0.421 / -0.421
- orbital gap (spin up / spin down) (eV) = 7.4 / 7.7
- net charge = +1
- spin multiplicity = 3

Structure (XYZ):
```
97
Properties=species:S:1:pos:R:3:forces:R:3:lowdin_spin:R:1
O 2.128 -2.102 -1.533 -0.6039 -0.7265 0.8708 0.00
O 0.820 -0.351 -3.688 -0.3499 0.0960 -1.0603 0.00
C 3.121 -1.989 -0.503 0.0270 0.3979 -0.2552 0.00
C 2.946 -2.879 0.728 0.2223 0.2000 -0.0687 0.00
H 3.152 -0.926 -0.199 0.1060 -0.2995 0.0892 0.00
H 4.066 -2.213 -1.017 -0.1879 0.0289 0.2380 0.00
H 2.145 -2.505 1.374 0.0930 -0.1883 -0.0076 0.00
H 3.871 -2.845 1.313 -0.1020 0.0358 -0.0990 0.00
H 2.756 -3.927 0.473 -0.0198 0.1822 -0.0029 0.00
C 0.815 -2.552 -1.130 0.5163 0.3719 -0.0349 0.00
C 0.417 -3.650 -2.079 -0.1547 -0.2672 -0.3118 0.00
H 0.118 -1.703 -1.212 0.0781 0.0042 -0.0240 0.00
H 0.798 -2.897 -0.083 0.0570 0.0618 -0.4392 0.00
H 0.337 -3.237 -3.091 -0.0035 -0.1804 0.3278 0.00
H -0.543 -4.107 -1.820 0.0207 0.1152 0.0492 0.00
H 1.178 -4.439 -2.085 -0.1232 0.1401 0.0058 0.00
C -0.218 0.305 -4.445 0.2489 -0.0518 0.1121 0.00
C 1.880 -0.896 -4.491 -0.1895 0.3787 0.1612 0.00
C -1.547 -0.385 -4.210 -0.1456 -0.1836 -0.1049 0.00
H 0.024 0.310 -5.526 -0.0492 0.0211 0.4899 0.00
H -0.300 1.360 -4.121 0.1945 -0.4493 -0.0662 0.00
H -1.485 -1.448 -4.480 -0.0626 0.2739 0.1067 0.00
H -2.320 0.088 -4.827 0.0458 -0.0909 0.0865 0.00
H -1.856 -0.298 -3.158 0.1587 -0.0813 -0.1836 0.00
C 1.405 -2.020 -5.382 0.1254 -0.0774 -0.1689 0.00
H 2.636 -1.261 -3.786 -0.2745 0.1321 -0.0782 0.00
H 2.324 -0.079 -5.089 -0.0309 -0.2974 0.1076 0.00
H 0.869 -2.781 -4.807 0.1236 0.1777 -0.2085 0.00
H 2.278 -2.491 -5.837 -0.0780 -0.0507 -0.1108 0.00
H 0.761 -1.646 -6.182 0.0173 -0.1617 0.0475 0.00
H 1.469 0.000 -1.769 -0.2283 1.3822 0.6561 0.00
N -1.025 -0.478 3.415 -0.8268 -0.3435 0.8277 -0.03
C -1.778 0.071 4.408 0.5932 -0.8058 -0.5629 0.04
C -2.456 1.274 4.232 -0.3308 0.2357 0.4540 -0.02
C -2.529 2.034 3.062 0.7106 -0.0730 -0.7538 0.04
C -1.931 -0.701 5.696 -0.2799 0.3140 0.4176 0.01
H -0.969 -1.021 6.128 -0.2797 0.0897 -0.3854 0.00
H -2.569 -1.592 5.576 0.3253 0.2916 -0.1092 0.00
H -2.421 -0.044 6.425 0.1055 -0.2561 -0.1029 0.00
C -3.502 3.158 2.901 -0.3178 0.0107 0.4412 0.01
H -4.182 2.961 2.059 0.2416 0.0814 0.1671 0.00
H -2.988 4.112 2.723 -0.1796 -0.3047 -0.0169 0.00
H -4.092 3.238 3.819 0.0349 0.1256 -0.2692 0.00
N -1.722 1.733 2.031 -1.0569 0.2879 -0.0058 -0.04
C -0.612 -1.875 3.480 0.0272 -0.0456 0.3990 0.00
C 0.664 -2.201 3.979 -0.2156 0.0979 -0.2584 0.00
C 1.631 -1.153 4.439 0.4130 0.0816 0.3403 0.00
C 1.026 -3.544 4.054 -0.2389 -0.3755 -0.1168 0.00
H 2.006 -3.811 4.454 -0.2812 0.0901 -0.1539 0.00
C 0.140 -4.543 3.648 0.0388 0.1611 0.0299 0.00
H 0.435 -5.589 3.707 -0.0544 0.2217 0.0034 0.00
C -1.133 -4.207 3.189 0.1677 -0.0668 0.0104 0.00
H -1.841 -4.984 2.896 0.2545 0.1867 0.1028 0.00
C -1.534 -2.877 3.113 0.2518 0.2234 0.0398 0.00
C -2.935 -2.550 2.689 -0.4331 -0.1044 -0.2655 0.00
C -1.854 2.257 0.688 -0.2237 0.4223 -0.0612 0.00
C -1.321 3.515 0.361 -0.2342 -0.2409 0.2362 0.00
C -0.478 4.258 1.348 0.2622 0.4754 0.1665 0.00
C -1.627 4.052 -0.885 0.0759 -0.0029 -0.2361 0.00
H -1.257 5.055 -1.126 -0.1187 -0.4333 0.0007 0.00
C -2.409 3.344 -1.797 -0.1357 0.0143 0.0553 0.00
H -2.661 3.795 -2.760 0.0556 -0.1630 0.3395 0.00
C -2.871 2.063 -1.485 0.2848 -0.1286 -0.0581 0.00
H -3.496 1.507 -2.191 0.3636 0.1796 0.1790 0.00
C -2.537 1.476 -0.263 -0.0314 0.5599 0.1450 0.00
C -2.907 0.063 0.075 -0.6037 -0.0783 0.0699 0.00
V -0.471 0.402 1.863 1.8114 -0.3125 -0.8241 1.95
H 2.214 -0.735 3.608 -0.1980 -0.0890 0.1993 0.00
H 2.349 -1.605 5.136 -0.1953 0.1409 -0.1516 0.00
H 1.138 -0.322 4.955 0.1044 -0.1081 -0.1673 0.00
H -2.979 -1.827 1.862 0.0492 -0.2240 0.3539 0.00
H -3.548 -2.155 3.514 0.2270 -0.0046 -0.1892 0.00
H -3.428 -3.467 2.343 0.0721 0.2571 0.0670 0.00
H -0.090 5.171 0.881 -0.0478 -0.2056 0.1629 0.00
H 0.380 3.659 1.689 -0.3339 0.1751 -0.1229 0.00
H -1.050 4.564 2.236 0.2051 -0.1028 -0.2047 0.00
H -3.504 0.010 0.998 0.2527 -0.0131 -0.2124 0.00
H -2.016 -0.600 0.179 -0.2653 0.0935 -0.1167 0.00
H -3.530 -0.356 -0.725 0.3485 -0.1235 0.1686 0.00
H -3.073 1.598 5.068 0.1559 -0.0286 -0.2201 0.00
C 1.292 1.042 -1.364 0.3919 -0.9755 -0.4692 0.00
Si 2.399 2.277 -2.306 -0.1238 -0.4251 0.2166 0.00
H 0.231 1.272 -1.487 -0.1906 0.0583 -0.0443 0.00
H 1.534 1.061 -0.296 0.0856 0.1784 -0.3476 0.00
C 4.065 1.434 -2.547 0.1564 0.1169 0.0942 0.00
C 2.495 3.814 -1.235 0.1996 0.1614 0.0159 0.00
C 1.823 2.893 -3.990 -0.1265 -0.0807 -0.1729 0.00
H 2.551 3.632 -4.359 -0.1417 -0.1494 0.1582 0.00
H 0.852 3.402 -3.921 0.1317 -0.0562 -0.0352 0.00
H 1.740 2.112 -4.758 0.0670 0.2030 0.2499 0.00
H 4.591 1.338 -1.586 -0.0660 -0.0250 -0.2198 0.00
H 4.709 2.011 -3.229 -0.1403 -0.1492 0.2084 0.00
H 3.945 0.426 -2.969 -0.0071 0.2763 0.1152 0.00
H 2.574 3.572 -0.167 0.0495 0.0600 -0.1969 0.00
H 1.590 4.422 -1.383 0.2109 -0.0917 0.0492 0.00
H 3.366 4.416 -1.528 -0.2427 0.0031 0.1588 0.00
Cl 1.534 1.307 2.093 -0.2358 -0.1808 0.2836 0.00
```
Positions in Å, forces in eV/Å.

***

The following is a quantum chemistry calculation of 9 unconnected molecules or ions with the total composition C33H57F3O21S6, from the OMol25 dataset.

Results
- highest occupied orbital energy (spin up / spin down) (hartree) = -0.419 / -0.419
- orbital gap (spin up / spin down) (eV) = 8.7 / 2.3
- net charge = +1
- spin multiplicity = 2

Structure (XYZ):
```
120
Properties=species:S:1:pos:R:3:forces:R:3:lowdin_spin:R:1
C 2.418 -5.658 -0.425 -1.3460 1.1548 -0.2181 0.00
C 2.693 -6.370 -1.784 0.6469 -2.1606 0.1244 0.00
C 1.415 -6.443 -2.689 1.1083 1.2662 2.1037 0.00
S 0.151 -6.698 -1.357 0.2650 -1.0023 -0.7049 0.00
O 0.135 -8.128 -1.020 -0.1187 1.8815 -0.4476 0.00
O -1.019 -5.963 -1.765 -0.7042 -0.3286 0.0613 0.00
C 0.917 -5.742 -0.025 -0.3524 -0.6332 -0.6513 0.00
H 2.632 -4.603 -0.595 0.2793 0.0886 0.4553 0.00
H 2.873 -6.028 0.494 1.0209 -0.0667 -0.7524 0.00
H 3.062 -7.368 -1.547 -0.4893 -0.4248 0.0738 0.00
H 3.580 -6.026 -2.317 -0.2831 0.8482 -0.0075 0.00
H 1.341 -7.116 -3.543 0.1396 -0.4638 0.6361 0.00
H 1.385 -5.430 -3.090 -0.9700 0.1135 0.0358 0.00
H 0.757 -6.228 0.938 0.1187 -0.5330 -0.2844 0.00
H 0.282 -4.860 0.056 0.6112 0.4517 -0.4230 0.00
C -0.508 3.163 -3.302 -2.2995 1.6102 1.1369 0.02
C -0.109 2.700 -4.668 0.4275 0.6486 0.5131 0.03
C 0.170 3.984 -5.546 -0.6764 -2.5022 -0.8206 0.17
S 0.008 5.466 -4.480 0.5196 2.3745 -0.8924 0.08
O -1.364 5.992 -4.792 2.2890 -1.0198 0.8222 0.40
O 1.253 6.222 -4.672 -2.3231 -0.6861 0.3125 0.16
C 0.151 4.510 -2.990 0.8005 -1.9771 1.5232 0.09
H -0.411 2.437 -2.494 0.7064 0.0733 0.0278 0.01
H -1.568 3.394 -3.199 -0.4827 -0.3622 -0.5741 0.00
H -0.897 2.095 -5.118 0.1706 0.0788 -0.0604 0.00
H 0.752 2.081 -4.415 0.5363 0.1296 -1.0332 0.01
H -0.644 3.951 -6.270 0.3778 0.7460 -0.2979 0.00
H 1.161 4.158 -5.965 -0.1521 -0.1859 -0.0748 0.01
H -0.133 4.993 -2.055 -0.2450 0.2879 -0.3995 0.00
H 1.225 4.328 -2.948 0.3181 0.6413 -0.0738 0.00
C 1.356 4.986 2.760 -0.9275 0.1089 -0.7187 0.00
C 2.855 4.862 2.760 1.6307 -0.2292 -0.9504 0.00
C 3.379 4.831 1.225 -0.1796 0.3827 1.4856 0.00
S 1.986 4.786 0.129 -0.2665 -0.6164 4.7452 0.00
O 1.580 3.415 -0.059 -0.4900 -0.2333 -0.8489 0.00
O 2.223 5.687 -0.921 0.0379 1.1876 -3.0028 0.00
C 0.915 5.592 1.354 0.2467 -1.1017 1.4876 0.00
H 0.932 5.576 3.573 0.2993 0.4430 -0.1430 0.00
H 1.013 3.988 3.032 -0.6902 -0.1066 -0.9135 0.00
H 3.137 3.988 3.347 0.1689 -0.2282 -0.4833 0.00
H 3.393 5.664 3.265 -0.2195 0.3227 -0.2430 0.00
H 4.094 4.060 0.938 -0.0385 0.0269 0.2100 0.00
H 3.762 5.833 1.031 0.4149 -0.2029 -0.1331 0.00
H -0.153 5.483 1.167 0.1196 0.0425 -0.2328 0.00
H 1.234 6.634 1.376 -0.2272 0.0651 -0.2963 0.00
C -4.581 1.981 0.120 -0.9831 0.2697 0.9468 0.00
C -6.133 2.105 -0.092 0.3865 -0.8112 -0.7277 0.00
C -6.647 3.292 0.670 1.0048 0.7633 1.9210 0.00
S -5.482 3.466 2.177 -2.2080 -4.9315 -0.9002 0.00
O -6.246 3.129 3.372 0.8057 0.8520 -0.8103 0.00
O -4.632 4.557 2.031 1.7949 3.7597 0.1531 0.00
C -4.452 2.039 1.688 -0.7991 -0.5404 -0.7285 0.00
H -4.135 2.816 -0.420 0.2942 0.2981 0.4208 0.00
H -4.139 1.090 -0.328 -0.3085 -0.2211 0.2687 0.00
H -6.671 1.202 0.193 0.3185 -0.1481 0.3087 0.00
H -6.371 2.216 -1.150 0.1325 0.1265 -0.1026 0.00
H -7.592 3.181 1.202 -0.1698 0.0323 -0.6025 0.00
H -6.552 4.218 0.103 -0.2116 0.0424 0.1998 0.00
H -5.003 1.189 2.090 -0.0253 -0.2407 -0.1309 0.00
H -3.473 1.995 2.166 0.0117 0.6397 -0.2573 0.00
C -3.983 -4.030 3.348 1.6713 -0.9984 -1.9240 0.00
C -5.418 -3.756 3.519 -1.4686 0.0348 -0.3385 0.00
C -6.108 -4.085 2.169 0.9746 0.8844 -0.6135 0.00
S -5.101 -3.160 0.916 2.2765 -2.3601 -0.8472 0.00
O -5.452 -1.771 0.780 -0.3491 0.3109 0.2668 0.00
O -4.865 -3.931 -0.359 -0.7783 1.4087 2.8293 0.00
C -3.519 -3.297 2.020 -1.3862 0.0039 0.0349 0.00
H -3.858 -5.091 3.129 -0.2953 -0.3332 -0.4320 0.00
H -3.386 -4.051 4.260 0.2221 1.3566 -0.0802 0.00
H -5.555 -2.705 3.775 -0.3899 -0.0252 0.1961 0.00
H -5.817 -4.422 4.284 -0.2869 0.3120 0.1226 0.00
H -7.161 -3.824 2.061 0.1279 -0.2510 0.0386 0.00
H -5.816 -5.089 1.859 -0.6609 -0.2871 0.1555 0.00
H -3.297 -2.233 2.103 0.4215 -0.1477 0.2872 0.00
H -2.802 -3.852 1.415 0.0576 0.2399 0.2064 0.00
C 6.915 -0.440 2.944 0.0496 -1.1969 0.5427 0.00
C 5.939 -1.321 3.857 -0.1605 1.2918 -0.4028 0.00
C 4.484 -0.833 3.623 -0.6146 -0.9190 -0.3056 0.00
S 4.432 0.842 2.942 2.3293 0.6572 -0.4524 0.00
O 4.475 1.824 4.023 0.2129 -0.9635 -0.8363 0.00
O 3.431 1.086 1.906 0.0810 -0.7634 0.4723 0.00
C 6.164 0.607 2.071 -0.5350 0.0006 1.4435 0.00
H 7.502 -1.128 2.334 -0.5224 -0.0384 -0.6393 0.00
H 7.720 -0.194 3.637 -0.3024 1.4265 -0.1020 0.00
H 6.203 -1.208 4.908 -0.0793 0.4160 -0.0538 0.00
H 6.099 -2.386 3.693 -0.4879 0.0733 -0.4665 0.00
H 3.816 -0.933 4.479 0.2265 0.4189 0.2053 0.00
H 3.973 -1.407 2.851 0.2034 -0.1638 -0.2793 0.00
H 6.599 1.600 1.962 0.0800 -0.0113 0.5222 0.00
H 6.055 0.267 1.041 -0.5727 -0.2519 0.2236 0.00
C -2.686 -2.977 -3.201 -0.1522 -0.4119 -0.5422 0.00
C -1.480 -2.560 -2.450 -1.9352 -0.0742 2.4173 0.00
O -1.600 -1.129 -2.406 1.2627 -0.5488 1.3890 0.00
C -2.545 -0.696 -3.228 0.3834 -2.1286 -1.9163 0.00
O -2.761 0.441 -3.479 -0.4201 0.7890 0.1151 0.00
O -3.044 -1.784 -3.903 -0.9397 0.8709 0.2796 0.00
F -0.374 -2.981 -3.001 2.5459 0.1820 -1.6276 0.00
H -3.454 -3.353 -2.526 -0.3080 0.3680 -0.1153 0.00
H -2.399 -3.783 -3.877 -0.2554 0.2357 -0.2815 0.00
H -1.477 -3.022 -1.463 -0.0690 0.7571 0.4291 0.00
C 0.115 0.692 0.212 2.2411 1.6348 -0.7690 0.00
C 0.087 0.896 1.732 -0.4693 -1.4264 -0.9208 0.00
O -0.161 -0.445 2.080 -0.2651 -0.6113 3.1569 0.00
C -0.014 -1.310 1.119 -2.7702 -3.4771 -1.3461 0.00
O -0.266 -2.509 1.140 1.2329 1.6352 0.9703 0.00
O 0.126 -0.708 -0.037 0.5025 1.2741 -0.7651 0.00
F -0.963 1.665 2.100 0.1438 0.0178 0.2501 0.00
H 1.087 1.072 -0.104 -0.1380 0.1693 -0.4209 0.00
H -0.663 1.211 -0.348 -0.2410 -0.2624 0.3163 0.00
H 0.992 1.110 2.300 -0.0253 0.9983 -0.5343 0.00
C 3.637 -1.097 -1.572 -1.3690 1.1197 -2.4670 0.00
C 3.300 0.013 -2.600 -1.1688 -3.5902 1.0614 0.00
O 3.854 1.139 -2.013 -6.2454 2.5985 -3.8522 0.00
C 4.901 0.827 -1.450 6.2449 0.7141 2.0631 0.00
O 5.761 1.683 -1.220 -1.4782 -3.4292 0.4690 0.00
O 4.902 -0.556 -1.347 3.1708 -0.5376 2.6223 0.00
F 1.984 0.054 -2.760 -1.6015 1.3853 -0.3256 0.00
H 3.549 -2.025 -2.135 1.2504 -0.2216 0.0707 0.00
H 2.896 -1.259 -0.790 0.4633 0.9057 0.8064 0.00
H 3.716 -0.360 -3.536 0.5499 1.1393 -0.3380 0.00
```
Positions in Å, forces in eV/Å.

***

E_tot in eV, matching the order above: -88304.97935, -151290.21712
Max |F| in eV/Å, matching the order above: 2.014, 7.784